Record 1
{
  "formula": "C3H7O2P",
  "method": "ωB97M-V with the def2-TZVPD basis set",
  "lumo_energy_ev": -1.122,
  "homo_lumo_gap_ev": 8.5,
  "smiles": "CCC=O.O=P",
  "species": ["C", "C", "C", "O", "H", "H", "H", "H", "H", "H", "O", "P", "H"],
  "positions_angstrom": [[1.093184, -0.573444, -0.572452], [0.814940, 0.268222, 0.727349], [-0.242514, 1.411335, 0.401127], [-0.214525, 2.007916, -0.575450], [2.073010, -0.330835, -0.928204], [0.407800, -0.274015, -1.337681], [0.982868, -1.636760, -0.290324], [2.067100, 0.323424, 0.823319], [0.359280, -0.272276, 1.620007], [-0.754319, 1.959825, 1.333086], [-2.889096, -0.010006, -0.260493], [-1.863324, -0.960740, 0.136801], [-1.834404, -1.912646, -1.077085]],
  "forces_ev_per_a": [[-1.333, -0.704, 1.404], [1.709, -1.142, 0.076], [2.837, 0.122, 6.841], [-0.517, 2.024, -5.246], [0.455, -0.288, -0.381], [-0.536, -0.160, -0.730], [0.290, 0.340, -0.656], [-3.606, 1.723, 1.260], [1.074, 0.278, -1.240], [0.238, -1.760, -1.188], [-1.042, 1.148, -0.175], [0.251, -2.132, -0.957], [0.179, 0.550, 0.991]]
}

---

Record 2
{
  "formula": "C3H7O2P",
  "method": "ωB97M-V with the def2-TZVPD basis set",
  "lumo_energy_ev": 0.672,
  "homo_lumo_gap_ev": 9.7,
  "smiles": "OPC[C@H]1CO1",
  "species": ["O", "P", "C", "C", "C", "O", "H", "H", "H", "H", "H", "H", "H"],
  "positions_angstrom": [[-1.701514, -2.400793, 0.605819], [-0.769181, -1.556723, -0.436008], [0.221991, -0.373338, 0.668236], [0.993410, 0.536985, -0.202531], [0.480373, 1.800192, -0.783434], [1.406189, 1.793616, 0.254313], [-1.256021, -2.932264, 1.173751], [-1.841184, -0.465773, -0.617490], [-0.589474, 0.136617, 1.253322], [0.865190, -0.865070, 1.326591], [1.747488, 0.217093, -0.936378], [0.922530, 2.079406, -1.694438], [-0.479795, 2.030051, -0.611753]],
  "forces_ev_per_a": [[-2.307, 2.329, -1.903], [-0.719, 2.005, -0.576], [-2.443, 0.408, -0.578], [0.698, 0.764, -2.086], [2.237, -1.800, -0.257], [0.345, 0.880, 1.757], [2.115, -2.667, 2.589], [1.344, -1.412, -0.137], [1.089, -0.058, -0.358], [1.015, -1.062, 1.117], [-0.188, -1.196, 0.829], [0.125, 0.505, -1.294], [-3.310, 1.303, 0.895]]
}

---

Record 3
{
  "formula": "C3H7O2S",
  "method": "ωB97M-V with the def2-TZVPD basis set",
  "charge": -1,
  "lumo_energy_ev": 3.396,
  "homo_lumo_gap_ev": 7.7,
  "species": ["C", "C", "S", "H", "H", "H", "H", "H", "H", "O", "C", "O", "H"],
  "positions_angstrom": [[-0.908023, 0.876557, -1.209636], [-0.806032, -0.429109, -0.369727], [-2.242063, -0.596630, 0.937850], [-0.908060, 1.722397, -0.502401], [-1.904909, 0.666900, -1.649076], [-0.427211, 1.177003, -2.107176], [-1.030716, -1.350680, -0.898607], [0.068999, -0.442559, 0.398561], [-1.772829, 0.215768, 1.964633], [2.349865, -0.594759, -0.400621], [2.495588, -0.522393, 0.885956], [1.610415, -1.111634, 1.685617], [3.474980, 0.389144, 1.264631]],
  "forces_ev_per_a": [[-2.812, -0.998, 1.256], [1.212, 0.867, 2.720], [0.680, 1.043, -0.215], [-0.294, -0.225, -0.479], [-0.245, 1.119, 0.428], [1.858, -0.615, -0.423], [0.758, 0.015, -0.186], [-1.096, -0.649, -2.053], [-0.153, -0.679, -1.032], [1.597, 0.614, 3.259], [-2.941, -0.305, -1.503], [3.995, 2.506, -1.336], [-2.559, -2.693, -0.438]]
}

---

Record 4
{
  "formula": "C3H7O2S",
  "method": "ωB97M-V with the def2-TZVPD basis set",
  "charge": -1,
  "lumo_energy_ev": 3.637,
  "homo_lumo_gap_ev": 7.9,
  "species": ["S", "C", "H", "H", "H", "H", "O", "O", "C", "C", "H", "H", "H"],
  "positions_angstrom": [[-2.130144, 0.951017, -1.820524], [-1.187355, -0.367708, -2.628212], [-1.436393, 0.957152, -0.662436], [-1.633853, -0.512522, -3.626348], [-1.247795, -1.319615, -2.074287], [-0.124581, -0.100520, -2.753616], [-0.315580, 0.966820, 1.221233], [0.978170, -0.625869, 0.238078], [0.633097, 0.136128, 1.182446], [1.467244, 0.008501, 2.486879], [1.004778, -0.762034, 3.126423], [2.505552, -0.292640, 2.268125], [1.486861, 0.961289, 3.042240]],
  "forces_ev_per_a": [[0.018, -0.069, -0.084], [0.278, -0.416, -0.309], [0.186, -0.013, 0.272], [0.150, 0.053, 0.352], [0.039, 0.515, -0.164], [-0.510, -0.079, 0.178], [0.271, -0.369, -0.284], [-0.373, 0.553, 0.462], [0.095, -0.226, -0.234], [0.246, 0.163, 0.133], [0.157, 0.241, -0.177], [-0.422, -0.007, 0.025], [-0.135, -0.347, -0.169]]
}

---

Record 5
{
  "formula": "C3H7O2S",
  "method": "ωB97M-V with the def2-TZVPD basis set",
  "charge": -1,
  "lumo_energy_ev": 3.094,
  "homo_lumo_gap_ev": 6.8,
  "species": ["C", "S", "C", "H", "H", "H", "H", "H", "H", "O", "C", "O", "H"],
  "positions_angstrom": [[-0.338263, 0.551969, 0.887045], [1.376975, 1.074405, 1.144444], [0.956570, 2.897828, 1.064946], [-0.598198, -0.456323, 1.105087], [-0.765269, 1.254939, 1.555004], [-0.940570, 0.752193, -0.051726], [1.894314, 3.491620, 1.248467], [0.270849, 3.496959, 1.852366], [0.617438, 3.087290, 0.079436], [-2.096250, -2.770441, -1.419425], [-0.976889, -2.298171, -1.324118], [-0.423158, -1.365283, -1.994756], [-0.203412, -2.641122, -0.553528]],
  "forces_ev_per_a": [[-1.178, 1.110, -1.255], [-0.663, 1.204, -0.358], [0.925, 1.344, 2.506], [0.395, -0.815, 0.560], [-1.148, 0.024, 1.172], [1.744, -0.135, 0.221], [-0.467, -0.846, -0.575], [0.868, -2.254, -1.468], [-0.440, 0.326, -0.865], [-1.090, -0.807, 0.288], [2.514, 1.957, -0.645], [-0.690, -0.520, 0.251], [-0.770, -0.587, 0.169]]
}

---

Record 6
{
  "formula": "C3H7O3",
  "method": "ωB97M-V with the def2-TZVPD basis set",
  "charge": -1,
  "lumo_energy_ev": 4.232,
  "homo_lumo_gap_ev": 8.9,
  "species": ["C", "C", "O", "O", "H", "H", "H", "C", "O", "H", "H", "H", "H"],
  "positions_angstrom": [[0.635288, -2.329756, -1.070444], [0.200443, -0.935023, -0.875456], [0.246251, -0.555957, 0.331256], [-0.324564, -0.379587, -1.818643], [0.661083, -2.873722, -0.112009], [1.509593, -2.567872, -1.749109], [-0.055215, -2.927872, -1.703183], [-0.306161, 2.552732, 1.230167], [-0.409785, 1.372638, 1.918857], [-0.232767, 0.458951, 1.202029], [0.547571, 2.739312, 0.571105], [-1.288241, 2.580878, 0.588837], [-0.414648, 3.365851, 2.044961]],
  "forces_ev_per_a": [[0.884, -3.547, -1.225], [-0.991, -0.104, 0.833], [0.418, 0.288, 0.890], [-0.368, 1.402, -1.502], [0.585, 0.229, -0.386], [-0.107, 0.915, 1.258], [-0.530, 0.736, 0.463], [-3.261, 0.976, 0.350], [1.217, -3.326, -0.983], [-0.127, 2.494, 1.151], [0.233, -0.221, 0.161], [1.647, 0.785, 0.459], [0.401, -0.626, -1.469]]
}

---

Record 7
{
  "formula": "C3H7O3",
  "method": "ωB97M-V with the def2-TZVPD basis set",
  "charge": -1,
  "lumo_energy_ev": 3.915,
  "homo_lumo_gap_ev": 8.3,
  "species": ["O", "C", "O", "H", "H", "C", "O", "C", "H", "H", "H", "H", "H"],
  "positions_angstrom": [[2.276894, 1.625889, 2.947490], [1.138473, 1.207959, 2.673315], [0.651270, 0.952667, 1.547377], [0.450776, 1.039238, 3.542449], [-0.882234, 0.263848, 0.802297], [-0.191971, -0.316239, -0.806517], [-1.345591, -0.143083, 0.021005], [-0.633617, -0.979694, -2.095275], [0.574199, -0.877832, -0.267194], [0.253436, 0.669609, -0.952487], [0.126791, -1.345779, -2.782711], [-1.164565, -0.231732, -2.697171], [-1.253861, -1.864850, -1.932578]],
  "forces_ev_per_a": [[-0.199, -0.076, 0.047], [0.402, 0.195, 0.133], [-0.289, -0.094, -0.199], [-0.061, -0.029, 0.089], [-0.549, -0.049, -0.079], [-0.141, -0.214, -0.016], [0.956, 0.148, 0.431], [-0.199, 0.227, -0.704], [-0.065, -0.251, -0.054], [0.099, -0.036, -0.407], [0.705, 0.170, 0.315], [-0.390, -0.287, 0.163], [-0.268, 0.296, 0.281]]
}

---

Record 8
{
  "formula": "C3H7O3",
  "method": "ωB97M-V with the def2-TZVPD basis set",
  "charge": -1,
  "lumo_energy_ev": 3.928,
  "homo_lumo_gap_ev": 8.1,
  "species": ["C", "O", "H", "H", "H", "H", "C", "C", "O", "O", "H", "H", "H"],
  "positions_angstrom": [[0.592247, 2.829026, -0.044414], [1.074888, 1.590673, -0.428292], [0.367510, 0.968816, -0.636828], [1.238299, 3.606258, -0.470732], [0.531440, 2.927720, 1.044652], [-0.394265, 3.170651, -0.392817], [0.801094, -1.411030, -0.359490], [-0.608194, -1.225026, 0.202428], [-1.189758, -0.186063, -0.225419], [-1.047333, -2.048496, 1.030099], [1.001274, -2.391859, -0.790749], [1.549487, -0.954070, 0.297625], [1.037168, -0.773178, -1.228601]],
  "forces_ev_per_a": [[-0.344, 1.141, 0.095], [0.576, 0.098, -0.501], [-0.969, -0.313, 0.360], [0.337, -0.040, 0.380], [0.265, 0.064, 0.085], [-0.151, -0.861, -0.260], [0.927, 0.742, -1.265], [-0.465, 0.346, 0.014], [0.059, 0.217, -0.020], [0.343, 0.017, -0.318], [0.235, -0.394, 0.950], [0.029, -1.024, 0.550], [-0.843, 0.007, -0.072]]
}

---

Record 9
{
  "formula": "C3H7O3",
  "method": "ωB97M-V with the def2-TZVPD basis set",
  "lumo_energy_ev": [0.679, -3.380],
  "s2": 0.75,
  "multiplicity": 2,
  "homo_lumo_gap_ev": [11.0, 6.9],
  "species": ["C", "O", "H", "H", "H", "H", "C", "C", "O", "O", "H", "H", "H"],
  "positions_angstrom": [[2.199515, -1.246194, 1.593120], [2.019777, -2.680849, 1.336917], [2.086156, -2.753649, 0.391266], [3.181646, -1.222958, 2.061935], [2.279743, -0.691687, 0.659122], [1.384688, -0.977992, 2.262601], [-2.513190, 1.463285, -1.024849], [-1.039837, 1.251436, -1.456360], [-0.450910, 0.345833, -0.789938], [-0.521162, 1.985747, -2.272469], [-3.180581, 0.819076, -1.597877], [-2.721493, 2.518967, -1.169486], [-2.724352, 1.188985, 0.006019]],
  "forces_ev_per_a": [[0.614, -1.966, 0.124], [-0.188, 1.000, -0.035], [-0.036, -0.466, -0.481], [-0.122, 0.677, 0.415], [-0.487, 0.204, 0.144], [0.209, 0.561, -0.175], [0.154, -0.731, 0.249], [-1.610, 2.350, -0.544], [0.707, -1.207, 0.581], [0.290, -0.665, 0.058], [0.155, 0.203, -0.364], [-0.003, -0.027, -0.180], [0.318, 0.067, 0.206]]
}